No. 1
ORCA calculation (ωB97M-V/def2-TZVPD) on a molecular structure, C28H24BrN4NaO4S2.

Geometry as XYZ:
```
64
Properties=species:S:1:pos:R:3:forces:R:3:lowdin_charge:R:1
Na -1.619685 0.811037 -0.315031 -0.086 0.049 -0.093 0.20
C 7.935409 1.291521 2.051749 0.006 -0.009 -0.001 -0.08
C 6.585659 1.106649 1.407582 -0.009 -0.013 0.028 -0.30
C 6.387497 1.386003 0.061740 -0.030 0.013 -0.035 -0.06
C 5.143620 1.202686 -0.534360 0.041 -0.009 0.003 -0.05
C 4.076969 0.728796 0.209850 -0.030 -0.029 0.018 -0.26
C 4.259531 0.464668 1.561827 -0.027 0.031 -0.026 -0.06
C 5.499722 0.646569 2.151406 0.020 0.010 0.010 -0.06
S 2.450774 0.440086 -0.550175 0.094 -0.350 -0.077 0.51
O 2.408512 -1.024187 -0.687317 0.058 0.277 -0.092 -0.37
O 2.565325 1.166146 -1.805163 0.047 -0.012 -0.091 -0.35
N 1.390804 0.897935 0.452598 -0.139 0.146 0.268 -0.21
C 1.462913 2.311954 0.837971 -0.070 -0.071 -0.050 -0.22
C 0.343077 3.277035 0.361586 -0.044 -0.067 -0.014 -0.70
O 0.531856 4.466743 0.677331 0.018 0.049 0.025 -0.07
O -0.646081 2.798483 -0.252314 0.024 -0.039 0.120 -0.16
H 8.570582 1.945203 1.452164 -0.002 0.000 -0.001 0.06
H 8.456578 0.336464 2.163788 0.002 0.000 0.001 0.07
H 7.843004 1.730768 3.047001 -0.003 0.002 -0.001 0.07
H 7.214107 1.769436 -0.529013 0.003 -0.004 0.002 0.10
H 4.975932 1.439048 -1.576924 -0.001 -0.002 -0.007 0.10
H 3.399668 0.147641 2.139539 -0.007 -0.021 0.008 0.09
H 5.628288 0.448935 3.211941 -0.004 0.001 -0.002 0.10
H 2.401550 2.794876 0.542143 0.015 -0.001 -0.017 0.10
H 1.437723 2.367070 1.934423 0.005 0.020 0.004 0.10
C -0.473706 -0.414345 4.378958 -0.003 -0.017 -0.002 -0.06
N 0.048789 -1.102779 3.224712 -0.027 -0.039 0.041 -0.13
C 1.349636 -1.544360 3.052595 0.042 0.039 -0.067 -0.07
C 1.434171 -2.061157 1.816806 0.020 0.036 0.052 -0.07
N 0.175835 -1.952902 1.242924 0.171 -0.116 -0.211 0.02
C -0.695929 -1.368993 2.121209 0.027 0.065 0.015 -0.75
S -2.338970 -1.099445 1.978823 -0.074 0.012 -0.022 0.64
C -0.066611 -2.308360 -0.114808 -0.054 -0.078 0.071 -0.28
C 0.448479 -3.508248 -0.592931 -0.034 0.074 0.118 -0.01
C 0.272148 -3.795845 -1.931060 0.008 0.003 -0.056 -0.07
C -0.428091 -2.903954 -2.729061 0.023 0.047 0.077 -0.05
C -0.933936 -1.756638 -2.137749 -0.031 -0.088 -0.084 -0.11
N -0.750276 -1.462567 -0.855428 0.024 0.083 0.138 0.15
H 0.332431 -0.299383 5.101614 -0.002 0.002 0.001 0.08
H -1.297262 -0.978501 4.817206 -0.002 0.000 0.006 0.07
H -0.850880 0.564977 4.085989 0.001 0.000 -0.002 0.09
H 2.110259 -1.378461 3.793826 0.001 0.002 0.002 0.11
H 2.283520 -2.362841 1.232521 -0.018 -0.012 -0.002 0.11
H 0.980450 -4.177444 0.069052 0.002 0.010 0.002 0.11
H 0.680295 -4.709890 -2.345290 -0.011 0.000 -0.014 0.10
H -0.581959 -3.085584 -3.783480 -0.017 -0.010 -0.005 0.10
H -1.529052 -1.043829 -2.697998 0.014 0.001 0.001 0.11
Br -3.531963 3.100993 -1.370116 0.039 0.021 -0.027 0.84
C -5.044365 2.162021 -2.020776 -0.016 -0.032 -0.034 -0.62
C -6.076911 2.900888 -2.530279 0.006 0.009 0.006 -0.18
C -7.234639 2.254960 -3.012464 -0.001 -0.016 0.003 -0.13
C -7.324548 0.895403 -2.953294 -0.001 0.015 -0.001 -0.08
C -6.263836 0.117276 -2.421025 -0.007 -0.007 0.009 -0.20
C -6.387194 -1.289153 -2.336548 0.008 0.001 -0.004 -0.10
C -5.364462 -2.016426 -1.794999 -0.002 0.013 0.021 -0.13
C -4.184759 -1.376449 -1.352277 0.019 -0.018 0.004 -0.19
C -3.946810 -0.010834 -1.418729 -0.040 -0.002 0.052 -0.08
C -5.060990 0.732391 -1.947417 0.016 0.022 -0.032 -0.25
H -6.001787 3.979955 -2.556451 0.002 0.002 0.001 0.08
H -8.048102 2.846771 -3.418227 -0.001 0.000 0.000 0.08
H -8.215164 0.383416 -3.307250 0.000 0.004 -0.002 0.09
H -7.299420 -1.762384 -2.688690 0.001 0.002 -0.005 0.09
H -5.460680 -3.096213 -1.701980 0.006 0.001 -0.006 0.08
H -3.427052 -2.023654 -0.912228 0.027 -0.003 -0.023 0.04
```
Positions in Å, forces in eV/Å.

Calculated values
Net charge: -2
Total energy (Ha): -5134.1498
HOMO level (eV): -1.66
Kohn-Sham gap (eV): 5.60
E_LUMO (eV): 3.9

***

No. 2
ORCA calculation (ωB97M-V/def2-TZVPD) on 2 unconnected molecules or ions with the total composition H3NO3.

Geometry as XYZ:
```
7
Properties=species:S:1:pos:R:3:forces:R:3:lowdin_charge:R:1
O -2.735456 -0.307977 -0.324772 0.456 0.351 0.418 0.01
O -1.984470 0.293528 0.400098 -0.439 -0.345 -0.410 -0.01
N 1.895575 0.630596 -0.276845 -0.157 0.411 0.178 -0.06
O 2.260769 -0.713050 0.014489 0.250 0.168 0.546 -0.15
H 1.119819 0.887940 0.343283 0.307 -0.162 -0.224 0.06
H 2.686192 1.242865 -0.053187 -0.231 -0.307 -0.078 0.07
H 2.598223 -0.724978 0.929299 -0.187 -0.116 -0.429 0.08
```
Positions in Å, forces in eV/Å.

Calculated values
Total energy (Ha): -282.0181
HOMO level (eV): -10.00
SMILES: O=O.NO
Kohn-Sham gap (eV): 7.87
E_LUMO (eV): -2.1
Energy relative to the best compared isomer or geometry (same formula, charge and spin) (kcal per mole): 99.47

***

No. 3
ORCA calculation (ωB97M-V/def2-TZVPD) on a molecular structure, C10H14B2F4N6Sr at a distorted geometry.

Geometry as XYZ:
```
37
Properties=species:S:1:pos:R:3:forces:R:3:lowdin_charge:R:1
C -0.813381 0.680959 2.962140 -0.428 -0.792 -0.901 -0.06
N -0.638981 0.178731 1.718459 -0.418 0.343 1.224 -0.04
N -1.773368 -0.591541 1.468604 0.029 0.190 -0.320 -0.04
C -2.641163 -0.517535 2.493338 0.609 -0.014 -0.206 -0.01
C -2.063631 0.277371 3.486630 0.170 -0.261 -0.571 0.04
B -1.843996 -1.488456 0.222524 -0.367 -0.398 1.565 -0.49
N -1.940785 -0.642462 -1.063334 -1.992 -0.111 -1.794 0.04
N -0.846577 0.071679 -1.533757 -0.730 1.319 -3.469 0.02
C -1.193561 0.505736 -2.769561 1.736 -0.575 2.479 0.01
C -2.522107 0.125317 -3.057138 -0.105 0.420 -1.026 0.15
C -2.950472 -0.597103 -1.947119 0.947 -1.343 3.162 0.08
Sr 1.157464 0.808805 -0.086942 1.141 1.026 1.136 1.61
N -0.533806 -2.333310 0.186630 -0.388 -1.751 -0.206 0.02
N 0.705306 -1.727171 0.110121 2.187 -1.599 -0.190 -0.02
C 1.618546 -2.720003 0.107309 -0.824 1.722 0.062 -0.03
C 0.971438 -3.962649 0.180711 0.462 -0.300 0.140 0.11
C -0.395537 -3.670868 0.232551 -1.301 2.138 0.042 0.06
H 2.686599 -2.527628 0.050439 -0.266 0.026 0.032 0.15
H -1.271377 -4.291240 0.297204 0.013 -0.253 -0.007 0.16
H 1.419712 -4.931632 0.192749 0.181 -0.388 -0.039 0.14
H -2.791714 -2.235452 0.304663 0.288 0.315 -0.211 0.14
H -3.859000 -1.136275 -1.720893 -0.119 0.139 -0.228 0.17
H -3.584527 -1.048973 2.426443 0.180 0.157 0.245 0.15
H -3.077060 0.313265 -3.948672 -0.259 0.148 -0.431 0.15
H -2.487846 0.509614 4.443082 -0.044 0.148 0.154 0.12
H -0.493928 1.018755 -3.412565 -0.027 0.186 0.108 0.14
H -0.059309 1.275637 3.458602 0.021 0.085 -0.231 0.14
H 2.227870 1.559368 -2.304097 0.218 0.076 -0.100 -0.01
C 2.229533 2.656594 -2.206123 -0.173 0.271 -0.134 -0.05
H 1.938438 3.059011 -3.180489 0.069 -0.070 0.160 0.05
H 1.490983 3.021790 -1.471101 0.300 0.073 -0.128 0.02
H 3.230230 3.027333 -1.941538 -0.379 -0.273 0.114 0.07
F 2.464467 2.207496 1.249152 -0.633 -0.667 -0.242 -0.19
B 3.686204 3.115338 1.281057 1.149 0.922 0.248 -1.14
F 3.236826 4.339057 0.792890 0.004 -0.708 0.238 0.13
F 4.118987 3.141545 2.601060 -0.461 -0.188 -1.210 0.15
F 4.599521 2.528896 0.376971 -0.792 -0.013 0.537 0.10
```
Positions in Å, forces in eV/Å.

Calculated values
Net charge: +2
Total energy (Ha): -1197.4876
HOMO level (alpha / beta) (eV): -15.67 / -16.08
Kohn-Sham gap (alpha / beta) (eV): 3.73 / 3.94
E_LUMO (alpha / beta) (eV): -11.9 / -12.1

***

No. 4
ORCA calculation (ωB97M-V/def2-TZVPD) on 3 unconnected molecules or ions with the total composition C16H37BrIN3O6 at a distorted geometry.

Geometry as XYZ:
```
64
Properties=species:S:1:pos:R:3:forces:R:3:lowdin_charge:R:1
O 0.735361 5.986020 3.751277 5.429 -0.817 -1.321 0.17
C -0.368322 6.150963 3.987055 -3.667 0.472 0.426 -0.76
O -0.810309 6.256448 5.235599 -0.818 0.471 0.876 0.14
N -1.433738 6.227275 3.047783 -0.889 0.243 0.039 -0.47
Br -0.964583 7.213095 1.532997 0.042 -0.078 -0.096 0.81
C -1.979223 4.885836 2.733044 0.418 0.478 -0.228 -0.24
C -1.098813 4.069350 1.781250 -0.281 -0.601 0.161 -0.35
C -1.128711 2.572067 2.113138 0.170 0.447 -0.988 -0.57
I -0.862170 1.482286 0.253998 0.047 0.201 0.406 0.95
H -1.608709 6.803658 5.189687 -0.156 -0.342 0.226 0.13
H -2.957333 5.044892 2.298071 -0.260 -0.038 -0.083 0.11
H -2.129906 4.396865 3.692753 0.103 -0.103 0.176 0.13
H -1.461359 4.193190 0.772223 -0.142 0.234 -0.250 0.05
H -0.071596 4.412834 1.772636 0.186 0.148 0.175 0.09
H -2.082276 2.266186 2.514007 -0.130 -0.278 0.128 0.04
H -0.294648 2.297271 2.738414 -0.014 -0.253 0.295 0.04
C 3.021785 -0.247696 -5.878605 -0.146 -0.032 0.084 -0.11
O 3.205629 -0.913926 -4.645749 0.122 0.145 -0.179 -0.19
C 4.514421 -0.821877 -4.099459 0.065 -0.194 0.345 -0.21
C 4.629868 0.209659 -2.987892 -0.044 0.144 -0.175 -0.22
N 4.551906 1.581177 -3.475407 -0.342 0.011 0.049 -0.05
C 4.240208 2.605011 -2.471042 0.179 -0.031 -0.208 -0.19
C 3.069671 2.422620 -1.502532 0.002 0.118 0.213 -0.23
O 1.774010 2.569922 -2.051277 0.055 -0.105 -0.067 -0.23
C 1.358037 1.508282 -2.888144 -0.148 0.375 -0.012 -0.13
H 2.115314 -0.643024 -6.335716 0.024 -0.057 0.029 0.09
H 2.875378 0.829183 -5.747224 0.074 0.049 -0.067 0.07
H 3.862164 -0.413146 -6.558161 0.024 0.001 0.007 0.09
H 5.263082 -0.661686 -4.881825 -0.067 0.144 -0.057 0.12
H 4.717972 -1.797939 -3.650859 0.027 -0.003 -0.039 0.12
H 5.594259 0.069486 -2.487930 -0.016 -0.028 0.033 0.12
H 3.843494 -0.019838 -2.260823 0.026 -0.089 0.055 0.10
H 3.868247 1.644410 -4.215319 -0.006 -0.084 0.009 0.06
H 4.063290 3.532348 -3.021256 0.049 0.034 0.048 0.12
H 5.144519 2.764887 -1.873427 -0.063 -0.013 0.105 0.11
H 3.151156 3.227520 -0.767894 0.007 0.008 -0.021 0.12
H 3.137381 1.490195 -0.927828 -0.014 -0.101 -0.135 0.11
H 1.633094 0.529956 -2.487727 0.135 -0.024 -0.074 0.09
H 1.759667 1.657318 -3.892194 0.043 -0.330 -0.078 0.07
H 0.270428 1.547950 -2.972212 0.015 0.087 0.118 0.07
C -4.776468 -5.477997 2.586274 0.039 0.105 0.131 -0.11
O -3.438932 -5.562183 3.035053 -0.161 -0.051 -0.204 -0.19
C -2.534166 -6.170408 2.123158 0.386 -0.041 0.120 -0.21
C -1.686393 -5.166403 1.357312 -0.207 0.057 -0.084 -0.22
N -2.448909 -4.417434 0.366514 -0.063 0.256 0.223 -0.05
C -1.834062 -3.174107 -0.114685 -0.104 -0.230 -0.111 -0.19
C -1.272569 -2.142553 0.865670 0.048 0.048 -0.085 -0.26
O -2.234410 -1.394252 1.590569 0.089 -0.161 0.020 -0.24
C -2.910620 -2.112629 2.602791 -0.135 0.316 -0.059 -0.10
H -5.406412 -5.299292 3.457042 0.046 -0.042 0.028 0.09
H -4.928594 -4.639896 1.898672 -0.049 -0.044 -0.094 0.07
H -5.099652 -6.401951 2.099219 0.013 -0.012 -0.017 0.09
H -3.050945 -6.862392 1.450629 -0.103 0.116 -0.065 0.12
H -1.849801 -6.763698 2.735483 -0.028 -0.035 -0.018 0.12
H -0.886824 -5.712429 0.845261 0.032 0.006 0.033 0.12
H -1.217673 -4.514454 2.102372 0.078 -0.052 0.052 0.10
H -3.364139 -4.198418 0.731405 0.021 -0.044 0.064 0.06
H -2.594559 -2.668431 -0.714748 0.060 0.016 -0.055 0.12
H -1.027383 -3.452090 -0.802199 0.077 0.071 0.052 0.12
H -0.737479 -1.404104 0.263911 -0.065 -0.070 0.032 0.03
H -0.522363 -2.565013 1.545922 -0.123 -0.120 0.089 0.12
H -2.238795 -2.757526 3.172818 -0.023 -0.126 -0.055 0.09
H -3.737959 -2.685219 2.179581 0.041 -0.228 0.119 0.07
H -3.349538 -1.386150 3.288541 0.087 0.058 -0.037 0.09
```
Positions in Å, forces in eV/Å.

Calculated values
Total energy (Ha): -4119.0945
HOMO level (eV): -8.56
SMILES: O=C(O)N(Br)CCCI.COCCNCCOC.COCCNCCOC
Kohn-Sham gap (eV): 8.81
E_LUMO (eV): 0.3